This record from the OMol25 dataset describes C67H52N4O6PtSSi as an isolated structure. The level of theory is ωB97M-V with the def2-TZVPD basis set.

XYZ file:
```
132
Properties=species:S:1:pos:R:3:forces:R:3:lowdin_charge:R:1
Pt 0.492563 0.162136 0.066980 0.2 0.2 0.1 1.213
C 0.523123 3.131693 -9.378418 0.0 0.0 0.0 -0.087
O 1.279139 3.555422 -8.259411 0.0 0.0 -0.1 -0.082
C 1.038395 2.939149 -7.071661 0.0 0.0 0.1 -0.286
C 1.782771 3.398975 -5.983569 0.0 0.0 0.0 0.008
C 1.600254 2.837465 -4.737067 -0.1 -0.1 0.0 -0.012
C 0.681573 1.799775 -4.542611 0.0 -0.1 0.0 -0.221
C -0.041531 1.346306 -5.629988 0.0 -0.1 0.0 -0.015
C 0.126176 1.909485 -6.894144 -0.1 0.0 0.0 -0.013
C 0.535277 1.217091 -3.173380 0.2 0.1 0.1 -0.105
C -0.269573 1.911015 -2.272360 0.1 0.0 0.1 -0.280
C -1.129456 3.003939 -2.593596 -0.1 0.1 0.0 0.014
C -1.536945 3.552004 -1.415482 0.2 0.2 -0.1 -0.031
C -0.933015 2.790671 -0.367098 0.5 0.3 0.4 -0.252
N -0.223039 1.766487 -0.908419 -0.4 -0.2 0.0 -0.058
C -0.953043 3.053383 1.036773 -0.2 -0.7 -0.3 -0.031
C -1.068659 1.953269 1.915572 0.4 0.4 -0.1 -0.251
C -1.706030 1.969657 3.198570 0.1 0.0 0.3 -0.027
C -1.465344 0.767957 3.781466 -0.1 0.2 0.1 0.012
C -0.671339 0.004669 2.863269 0.1 0.0 -0.1 -0.239
C -0.030432 -1.205464 3.144544 0.1 0.1 -0.1 -0.070
C 0.092477 -1.599274 4.581489 -0.2 -0.1 0.0 -0.209
C 1.327851 -1.462790 5.203777 -0.1 0.0 0.1 -0.014
C 1.489923 -1.721932 6.559938 0.0 0.0 0.0 -0.007
C 0.398560 -2.139610 7.315410 0.1 0.1 -0.1 -0.285
O 0.442684 -2.399655 8.648201 0.0 0.0 0.1 -0.081
C 1.663824 -2.162256 9.322019 0.0 0.0 0.0 -0.086
C -0.837227 -2.306845 6.699130 -0.1 0.0 0.0 0.004
C -0.985283 -2.029901 5.353650 0.0 -0.1 -0.1 -0.031
C 0.750190 -1.909267 2.229508 0.0 0.0 0.0 -0.239
N 1.167907 -1.469876 1.001772 -0.2 -0.1 0.0 -0.055
C 2.154771 -2.314547 0.570281 0.5 0.4 0.0 -0.214
C 3.000437 -2.028731 -0.521240 -0.4 0.2 0.1 -0.057
C 4.454970 -2.337862 -0.455831 0.0 -0.2 0.0 -0.168
C 5.341266 -1.280151 -0.664309 -0.1 0.0 0.1 -0.014
C 6.697133 -1.385603 -0.376279 0.0 0.0 -0.1 -0.008
C 7.203422 -2.580440 0.117303 0.0 0.1 -0.1 -0.287
O 8.493738 -2.772011 0.495401 0.0 0.0 0.0 -0.080
C 9.326113 -1.628939 0.570866 0.0 0.0 -0.1 -0.084
C 6.354262 -3.677095 0.236623 0.0 -0.1 0.0 0.005
C 5.009174 -3.553319 -0.037946 -0.1 -0.1 -0.2 -0.026
C 2.565770 -1.212368 -1.579683 0.1 -0.2 0.1 -0.270
C 3.134433 -1.233922 -2.901905 0.1 0.1 0.0 -0.006
C 2.392901 -0.399635 -3.670374 0.1 -0.1 0.0 0.015
C 1.392720 0.183282 -2.818041 -0.1 0.0 0.0 -0.240
N 1.499483 -0.373811 -1.566901 0.1 0.1 -0.1 -0.063
C 2.275654 -3.395401 1.513598 0.0 0.0 0.1 0.005
C 1.405484 -3.155266 2.519996 0.2 -0.1 -0.1 0.003
N -0.506594 0.725897 1.711695 -0.3 -0.1 -0.1 -0.062
C -0.630080 4.388900 1.568789 -0.5 0.4 0.1 -0.138
C -0.575736 5.543455 0.760162 -0.1 -0.2 0.1 -0.006
C -0.069939 6.734600 1.222268 0.0 0.1 0.0 0.008
C 0.438911 6.834582 2.516402 0.0 -0.1 0.0 -0.286
O 1.006456 8.018839 2.850167 0.0 0.1 0.0 -0.075
C 1.711372 8.083713 4.078442 -0.1 0.0 0.0 -0.080
C 0.359346 5.732708 3.355311 0.0 0.0 0.1 -0.008
C -0.174274 4.541040 2.885382 0.0 -0.1 -0.2 -0.010
H 0.848009 3.747851 -10.211643 0.0 0.0 0.0 0.091
H -0.547325 3.279737 -9.215570 0.0 0.0 0.0 0.095
H 0.710781 2.081141 -9.613927 0.0 0.0 0.0 0.094
H 2.498566 4.195624 -6.142174 0.0 0.0 0.0 0.120
H 2.174628 3.194399 -3.890215 0.0 0.0 0.0 0.128
H -0.751574 0.537759 -5.497524 0.0 0.0 0.0 0.122
H -0.452788 1.532444 -7.724917 0.0 0.0 0.0 0.101
H -1.401520 3.308841 -3.592018 0.0 0.0 0.0 0.121
H -2.240647 4.356613 -1.275086 0.0 0.0 0.0 0.114
H -2.288732 2.788650 3.589261 0.0 0.0 0.0 0.120
H -1.797211 0.433249 4.750213 0.0 0.0 0.0 0.110
H 2.178499 -1.123986 4.624443 0.0 0.0 0.0 0.129
H 2.464415 -1.591647 7.008102 0.0 0.0 0.0 0.102
H 1.481978 -2.393908 10.367209 0.0 0.0 0.0 0.091
H 1.971874 -1.117797 9.229402 0.0 0.0 0.0 0.095
H 2.462046 -2.806596 8.944793 0.0 0.0 0.0 0.093
H -1.672166 -2.655719 7.293127 0.0 0.0 0.0 0.120
H -1.954180 -2.157826 4.884080 0.0 0.0 0.0 0.124
H 4.954444 -0.333294 -1.018840 0.0 0.0 0.1 0.123
H 7.333484 -0.524875 -0.525721 0.0 0.0 0.0 0.104
H 10.250864 -1.958100 1.035486 0.0 0.0 0.0 0.091
H 8.869386 -0.847697 1.182789 0.0 0.0 0.0 0.095
H 9.545333 -1.225578 -0.420881 0.0 0.0 0.0 0.093
H 6.773885 -4.621556 0.559446 0.0 0.0 0.0 0.121
H 4.383286 -4.430293 0.046052 0.0 0.0 0.0 0.104
H 3.973255 -1.845878 -3.194687 0.0 0.0 0.0 0.118
H 2.507846 -0.192470 -4.722480 0.0 0.0 0.0 0.117
H 2.889263 -4.270189 1.398655 0.1 0.1 0.0 0.098
H 1.206567 -3.779045 3.377081 0.0 0.1 0.0 0.122
H -0.912226 5.494163 -0.261593 0.1 0.1 0.0 0.089
H -0.027637 7.609627 0.586166 0.0 0.0 0.0 0.122
H 2.183666 9.061017 4.105247 0.0 0.0 0.0 0.091
H 2.478508 7.307998 4.131704 0.0 0.0 0.0 0.096
H 1.036367 7.987262 4.932065 0.0 0.0 0.0 0.093
H 0.728783 5.778039 4.369889 0.0 0.0 0.0 0.105
H -0.179599 3.690441 3.549488 0.1 0.0 0.0 0.104
C -6.747027 -3.405471 -0.885873 0.0 0.0 0.0 -0.088
C -6.398004 -2.426757 0.034520 0.0 0.0 0.0 -0.080
C -5.064876 -2.067983 0.185870 0.0 0.0 0.0 -0.107
C -4.066286 -2.666959 -0.584657 0.0 -0.1 0.2 -0.316
C -4.433208 -3.661902 -1.493491 0.0 0.0 0.0 -0.094
C -5.761398 -4.032959 -1.639840 0.0 0.0 0.0 -0.086
Si -2.304361 -2.062426 -0.470743 0.1 0.0 -0.5 0.504
C -1.063324 -3.443339 -0.684340 0.0 -0.1 0.1 -0.313
C -1.171480 -4.577233 0.128969 0.0 0.1 0.0 -0.099
C -0.315782 -5.657300 -0.034584 0.0 0.0 0.0 -0.087
C 0.676629 -5.610580 -1.005073 0.0 0.0 0.0 -0.090
C 0.815057 -4.483246 -1.802686 0.0 0.0 0.0 -0.081
C -0.054831 -3.411737 -1.649611 -0.1 -0.1 0.0 -0.119
H -7.786164 -3.682272 -1.015535 0.0 0.0 0.0 0.101
H -7.161400 -1.940336 0.629802 0.0 0.0 0.0 0.107
H -4.795565 -1.300221 0.903958 0.0 0.0 0.0 0.101
H -3.669422 -4.148958 -2.091669 0.0 0.0 0.0 0.108
H -6.033763 -4.816300 -2.337032 0.0 0.0 0.0 0.101
H -2.137123 -1.296213 0.779709 -0.1 0.0 0.0 0.004
H -1.942814 -4.614440 0.893013 0.0 -0.1 0.0 0.107
H -0.421841 -6.535002 0.591398 0.0 0.0 0.0 0.102
H 1.338093 -6.457822 -1.141793 0.0 0.0 0.0 0.101
H 1.601163 -4.436637 -2.547154 0.0 0.0 0.0 0.107
H 0.052394 -2.545521 -2.293435 0.0 0.0 0.0 0.067
O -8.478431 1.469888 -2.163879 0.0 0.0 -0.1 0.114
C -7.522898 1.494832 -1.206978 0.0 0.1 0.0 -0.482
O -7.797876 1.878006 -0.105145 0.0 0.0 0.0 0.120
C -6.155618 1.028626 -1.595916 0.0 0.0 0.0 -0.140
C -5.094417 1.394210 -0.775982 0.0 0.0 0.1 0.002
C -3.823548 0.899049 -1.008961 0.0 0.0 0.0 -0.092
C -3.600322 0.017804 -2.064246 0.0 0.0 0.0 -0.578
S -2.033661 -0.814831 -2.232084 -0.2 -0.1 0.0 0.782
C -4.643801 -0.291100 -2.931544 0.0 0.0 0.0 -0.088
C -5.914808 0.205875 -2.693304 0.0 0.0 0.0 -0.020
H -8.104365 1.211008 -3.014493 0.0 0.0 0.1 0.091
H -5.288537 2.052223 0.061047 0.0 0.0 0.0 0.127
H -3.002078 1.171637 -0.354460 0.0 -0.1 0.0 0.096
H -4.459110 -0.953450 -3.767328 0.0 -0.1 0.1 0.109
H -6.718282 -0.112157 -3.348914 0.0 0.0 0.0 0.114
```
Positions in Å, forces in eV/Å.

Properties
E_HOMO (spin up / spin down) = -6.4 / -6.4 eV
energy relative to the best compared isomer or geometry (same formula, charge and spin) = 0.0 kJ/mol
charge = 0
LUMO level (spin up / spin down) = -1.3 / -1.3 eV
HOMO-LUMO gap (spin up / spin down) = 0.1881 / 0.1879 Ha
maximum force = 0.81 eV/A